Record 1
A 4-piece molecular cluster, C42H68F12IN2O12PS overall. Source: the Open Molecules 2025 dataset; level of theory: ωB97M-V/def2-TZVPD.

Computed properties:
Net charge: 0
Frontier orbital gap in hartree: 0.2464
Structure (SMILES): CCCCCCCCCCCc1cc2nc(S(=O)(=O)C(F)(F)C(F)(F)C(F)(F)C(F)(F)F)cnc2c(C(F)(F)F)c1P(O)I.COCCOCCOC.COCCOCCOC.COCCOCCOC
LUMO energy in eV: -2.40

Positions of all 139 atoms, in Å:
C1 -1.467 0.839 -1.517
C2 -1.810 0.827 -3.113
C3 -3.162 1.646 -3.421
C4 -4.146 0.904 -4.476
C5 -4.664 1.910 -5.641
C6 -6.286 2.110 -5.619
C7 -6.744 3.599 -6.018
C8 -7.647 4.339 -4.896
C9 -6.774 5.593 -4.319
C10 -7.556 6.409 -3.182
C11 -6.662 7.466 -2.366
C12 -5.167 6.982 -2.092
C13 -4.126 7.194 -3.202
C14 -2.621 6.702 -3.048
N1 -1.795 6.970 -4.193
C15 -0.512 6.428 -3.914
S1 0.752 6.594 -5.298
O1 1.464 5.279 -5.568
O2 -0.032 6.902 -6.568
C16 1.911 8.036 -5.050
F1 2.530 8.298 -6.294
F2 1.081 9.181 -4.765
C17 2.930 7.896 -3.818
F3 3.701 9.116 -3.804
F4 2.273 7.849 -2.558
C18 3.991 6.699 -3.934
F5 4.460 6.449 -5.245
F6 3.492 5.447 -3.425
C19 5.322 7.001 -3.039
F7 6.254 7.819 -3.712
F8 4.999 7.452 -1.743
F9 5.959 5.724 -2.886
C20 -0.025 5.702 -2.637
N2 -0.880 5.508 -1.525
C21 -2.216 6.000 -1.726
C22 -3.227 5.769 -0.517
C23 -2.657 5.074 0.775
F10 -2.086 3.789 0.465
F11 -3.513 4.878 1.859
F12 -1.554 5.866 1.266
C24 -4.683 6.255 -0.751
P1 -6.017 6.000 0.568
O3 -7.494 5.466 -0.114
I1 -6.418 8.284 1.491
H1 -2.425 0.841 -0.871
H2 -0.797 1.749 -1.286
H3 -0.877 -0.101 -1.226
H4 -0.939 1.357 -3.641
H5 -1.940 -0.259 -3.451
H6 -3.739 1.785 -2.432
H7 -2.853 2.677 -3.810
H8 -3.564 0.031 -4.947
H9 -5.020 0.487 -3.864
H10 -4.328 1.426 -6.638
H11 -4.113 2.908 -5.521
H12 -6.734 1.716 -4.643
H13 -6.673 1.399 -6.448
H14 -7.315 3.525 -7.018
H15 -5.775 4.212 -6.162
H16 -7.733 3.609 -4.000
H17 -8.668 4.684 -5.274
H18 -6.530 6.298 -5.206
H19 -5.779 5.137 -3.989
H20 -8.123 5.656 -2.539
H21 -8.369 7.029 -3.730
H22 -7.196 7.687 -1.375
H23 -6.656 8.466 -2.943
H24 -4.462 7.723 -4.163
H25 1.051 5.317 -2.579
H26 -7.559 4.488 -0.060
C25 3.060 -4.467 3.009
O4 3.112 -3.421 2.058
C26 2.071 -3.527 1.092
C27 1.968 -2.242 0.277
O5 1.215 -1.225 0.937
C28 1.889 -0.557 2.005
C29 2.933 0.440 1.514
O6 4.156 -0.230 1.221
C30 5.056 0.600 0.509
H27 3.141 -5.441 2.517
H28 3.899 -4.348 3.696
H29 2.130 -4.410 3.585
H30 1.116 -3.725 1.592
H31 2.315 -4.364 0.426
H32 1.411 -2.467 -0.637
H33 2.950 -1.873 -0.027
H34 2.308 -1.272 2.716
H35 1.110 0.003 2.531
H36 3.134 1.176 2.302
H37 2.563 0.952 0.618
H38 4.635 0.866 -0.466
H39 5.978 0.041 0.347
H40 5.284 1.504 1.082
C31 -3.895 -8.463 0.546
O7 -2.556 -8.286 0.125
C32 -2.228 -6.910 -0.043
C33 -0.721 -6.738 -0.198
O8 -0.033 -6.723 1.052
C34 0.124 -7.995 1.683
C35 1.199 -8.853 1.025
O9 0.664 -9.531 -0.108
C36 1.679 -10.115 -0.903
H41 -4.590 -8.027 -0.178
H42 -4.091 -9.534 0.622
H43 -4.045 -8.013 1.534
H44 -2.578 -6.335 0.822
H45 -2.732 -6.552 -0.949
H46 -0.538 -5.755 -0.641
H47 -0.294 -7.480 -0.876
H48 -0.830 -8.519 1.757
H49 0.450 -7.771 2.703
H50 1.546 -9.612 1.736
H51 2.041 -8.222 0.719
H52 2.330 -9.339 -1.317
H53 1.202 -10.644 -1.730
H54 2.267 -10.829 -0.318
C37 6.651 -3.370 5.480
O10 6.359 -3.798 6.797
C38 5.074 -3.361 7.227
C39 4.668 -4.081 8.508
O11 4.118 -5.376 8.266
C40 5.064 -6.393 7.932
C41 5.859 -6.881 9.138
O12 6.955 -6.008 9.393
C42 7.551 -6.262 10.652
H55 6.614 -2.278 5.412
H56 7.657 -3.705 5.225
H57 5.947 -3.817 4.771
H58 4.332 -3.556 6.443
H59 5.131 -2.282 7.416
H60 3.862 -3.508 8.976
H61 5.489 -4.128 9.227
H62 5.715 -6.074 7.115
H63 4.466 -7.230 7.560
H64 6.266 -7.878 8.927
H65 5.206 -6.929 10.017
H66 6.835 -6.064 11.457
H67 8.399 -5.586 10.770
H68 7.909 -7.294 10.710

Record 2
A 6-piece molecular cluster, C33H73F3NO12 overall. Source: the Open Molecules 2025 dataset; level of theory: ωB97M-V/def2-TZVPD.

Computed properties:
Energy relative to the best compared isomer or geometry (same formula, charge and spin) in kcal per mole: 83.4
Net charge: +1
Frontier orbital gap in hartree: 0.2640
LUMO energy in eV: -3.12

Positions of all 122 atoms, in Å:
C1 3.995 -4.536 1.663
C2 4.887 -5.150 0.491
O1 5.993 -5.652 0.802
O2 4.504 -5.212 -0.881
C3 4.380 -3.888 -1.465
C4 2.818 -3.541 -1.625
C5 2.087 -4.718 -2.464
C6 0.483 -4.479 -2.463
N1 -0.229 -5.203 -1.359
C7 -1.701 -4.893 -1.123
C8 -2.020 -4.757 0.462
C9 -0.583 -4.333 1.062
C10 -0.250 -2.792 1.321
C11 -0.741 -1.798 0.134
C12 0.225 -0.513 -0.018
F1 1.410 -0.875 -0.743
F2 -0.424 0.466 -0.838
F3 0.545 0.076 1.222
C13 0.344 -5.181 0.042
H1 4.067 -3.390 1.742
H2 4.376 -4.948 2.668
H3 2.890 -4.820 1.607
H4 4.811 -3.913 -2.534
H5 4.975 -3.097 -0.901
H6 2.376 -3.373 -0.588
H7 2.713 -2.577 -2.244
H8 2.542 -4.720 -3.506
H9 2.275 -5.748 -1.973
H10 0.123 -4.824 -3.505
H11 0.348 -3.337 -2.370
H12 -0.179 -6.201 -1.644
H13 -2.408 -5.712 -1.516
H14 -2.006 -3.938 -1.663
H15 -2.153 -5.823 0.856
H16 -2.838 -4.042 0.796
H17 -0.321 -4.809 2.083
H18 -0.762 -2.388 2.274
H19 0.875 -2.574 1.457
H20 -0.837 -2.313 -0.876
H21 -1.771 -1.354 0.398
H22 0.097 -6.259 0.388
H23 1.473 -5.165 0.182
C14 -3.129 3.625 -3.817
O3 -1.841 3.757 -4.402
C15 -1.217 4.994 -4.061
C16 -0.138 4.794 -3.005
O4 -0.709 4.440 -1.745
C17 -0.559 3.057 -1.458
H24 -3.481 2.607 -3.994
H25 -3.101 3.803 -2.739
H26 -3.827 4.322 -4.290
H27 -1.958 5.730 -3.730
H28 -0.748 5.376 -4.974
H29 0.391 5.740 -2.858
H30 0.594 4.045 -3.329
H31 0.491 2.830 -1.251
H32 -0.919 2.435 -2.280
H33 -1.147 2.830 -0.567
C18 5.910 2.487 3.591
O5 4.641 3.038 3.266
C19 3.813 2.114 2.565
C20 2.739 1.534 3.478
O6 3.309 0.669 4.461
C21 3.374 1.280 5.742
H34 6.427 3.187 4.249
H35 5.811 1.530 4.109
H36 6.505 2.358 2.682
H37 4.411 1.317 2.109
H38 3.325 2.673 1.760
H39 2.059 0.923 2.876
H40 2.152 2.330 3.947
H41 2.367 1.387 6.157
H42 3.863 2.256 5.698
H43 3.954 0.630 6.400
C22 -0.606 -5.779 5.173
O7 0.696 -5.664 4.615
C23 1.320 -4.423 4.946
C24 2.374 -4.607 6.031
O8 1.774 -4.932 7.282
C25 1.908 -6.310 7.603
H44 -0.960 -6.798 5.008
H45 -0.601 -5.581 6.247
H46 -1.291 -5.086 4.672
H47 0.576 -3.676 5.246
H48 1.811 -4.062 4.035
H49 2.905 -3.660 6.170
H50 3.109 -5.366 5.738
H51 2.951 -6.539 7.840
H52 1.563 -6.950 6.787
H53 1.299 -6.514 8.486
C26 -6.192 4.260 -7.892
O9 -6.005 2.855 -7.785
C27 -5.561 2.273 -9.009
C28 -4.074 1.945 -8.954
O10 -3.283 3.132 -8.935
C29 -2.769 3.415 -7.642
H54 -6.385 4.655 -6.893
H55 -5.306 4.753 -8.298
H56 -7.059 4.474 -8.525
H57 -5.786 2.925 -9.859
H58 -6.122 1.342 -9.139
H59 -3.801 1.398 -9.862
H60 -3.845 1.307 -8.094
H61 -2.001 2.682 -7.376
H62 -3.558 3.416 -6.886
H63 -2.310 4.405 -7.667
C30 -1.164 8.183 2.929
O11 -1.358 6.905 3.517
C31 -2.737 6.554 3.609
C32 -3.119 5.538 2.540
O12 -3.092 6.121 1.239
C33 -1.941 5.734 0.499
H64 -0.096 8.320 2.755
H65 -1.687 8.269 1.973
H66 -1.509 8.965 3.613
H67 -3.373 7.443 3.549
H68 -2.883 6.100 4.594
H69 -4.149 5.210 2.719
H70 -2.471 4.655 2.589
H71 -2.014 4.680 0.223
H72 -1.022 5.908 1.064
H73 -1.906 6.330 -0.413

Record 3
C54H45BrIN7O2P2ReS as an isolated structure. Source: the Open Molecules 2025 dataset; level of theory: ωB97M-V/def2-TZVPD.

Computed properties:
Energy relative to the best compared isomer or geometry (same formula, charge and spin) in kcal per mole: 56.1
Net charge: +2
Frontier orbital gap (spin up / spin down) in hartree: 0.1969 / 0.1767
2S+1: 2
LUMO energy (spin up / spin down) in eV: -6.44 / -6.99

Positions of all 114 atoms, in Å:
Re1 -0.769 0.336 0.860
N1 -4.981 1.148 -1.025
C1 -3.984 0.758 -0.221
S1 -3.178 -0.705 -0.587
N2 -3.682 1.491 0.827
N3 -2.598 1.219 1.524
C2 -2.531 1.760 2.724
C3 -1.343 1.562 3.469
C4 -1.113 2.074 4.756
C5 0.086 1.815 5.380
C6 1.035 1.033 4.720
C7 0.751 0.564 3.457
N4 -0.399 0.822 2.835
H1 -5.323 0.493 -1.709
H2 -5.586 1.900 -0.733
H3 -3.362 2.331 3.109
H4 -1.876 2.668 5.231
H5 0.291 2.197 6.367
H6 1.981 0.791 5.175
H7 1.463 -0.047 2.917
C8 -0.205 7.700 -5.335
O1 0.357 6.467 -4.928
C9 1.232 6.402 -3.932
C10 1.700 7.480 -3.161
C11 2.568 7.255 -2.120
C12 2.968 5.946 -1.789
C13 2.534 4.868 -2.598
C14 1.693 5.098 -3.644
N5 3.774 5.760 -0.721
N6 4.046 4.745 -0.096
C15 3.358 3.651 0.231
C16 4.059 2.460 0.504
C17 3.407 1.262 0.628
C18 2.001 1.179 0.550
O2 1.375 0.062 0.586
C19 1.257 2.415 0.439
N7 -0.093 2.329 0.462
C20 -0.814 3.430 0.345
C21 -0.240 4.697 0.302
C22 1.130 4.814 0.321
C23 1.919 3.655 0.321
H8 -0.845 7.460 -6.183
H9 0.570 8.404 -5.647
H10 -0.813 8.137 -4.537
H11 1.381 8.488 -3.374
H12 2.912 8.075 -1.509
H13 2.880 3.865 -2.396
H14 1.356 4.293 -4.276
H15 5.136 2.502 0.534
H16 3.953 0.340 0.764
H17 -1.888 3.319 0.305
H18 -0.873 5.568 0.266
H19 1.584 5.790 0.363
C24 0.529 -2.802 2.148
P1 -1.019 -1.956 1.608
C25 -1.767 -3.235 0.553
C26 -2.615 -4.205 1.077
C27 -3.123 -5.196 0.253
C28 -2.773 -5.244 -1.086
C29 -1.933 -4.278 -1.612
C30 -1.441 -3.274 -0.800
C31 -2.026 -1.877 3.129
C32 -1.493 -1.785 4.414
C33 -2.315 -1.527 5.498
C34 -3.677 -1.367 5.321
C35 -4.218 -1.456 4.048
C36 -3.400 -1.694 2.960
P2 2.153 -2.587 1.217
C37 1.811 -3.280 -0.447
C38 1.335 -4.585 -0.571
C39 1.160 -5.138 -1.824
C40 1.438 -4.396 -2.962
C41 1.932 -3.107 -2.843
C42 2.138 -2.559 -1.586
C43 3.009 -4.070 1.875
C44 3.927 -4.711 1.040
C45 4.448 -5.941 1.391
C46 4.094 -6.526 2.598
C47 3.267 -5.843 3.478
C48 2.742 -4.612 3.129
H20 0.287 -3.869 2.222
H21 0.760 -2.427 3.149
H22 -2.890 -4.182 2.120
H23 -3.791 -5.938 0.660
H24 -3.153 -6.032 -1.719
H25 -1.646 -4.311 -2.653
H26 -0.793 -2.518 -1.215
H27 -0.441 -1.936 4.602
H28 -1.892 -1.454 6.488
H29 -4.315 -1.189 6.171
H30 -5.282 -1.343 3.910
H31 -3.825 -1.757 1.967
H32 1.124 -5.175 0.309
H33 0.813 -6.158 -1.911
H34 1.289 -4.831 -3.939
H35 2.177 -2.538 -3.728
H36 2.569 -1.571 -1.492
H37 4.201 -4.261 0.097
H38 5.124 -6.449 0.720
H39 4.476 -7.500 2.862
H40 3.020 -6.274 4.436
H41 2.108 -4.094 3.833
Br1 1.165 1.416 -4.816
C49 -0.563 0.639 -4.897
C50 -1.266 0.660 -6.089
C51 -2.524 0.082 -6.148
C52 -3.050 -0.555 -5.037
C53 -2.341 -0.582 -3.847
C54 -1.112 0.045 -3.768
I1 -0.009 0.099 -1.956
H42 -0.820 1.123 -6.956
H43 -3.087 0.126 -7.067
H44 -4.013 -1.039 -5.092
H45 -2.741 -1.078 -2.977

Record 4
One molecule with the formula C3HF3. Source: the Open Molecules 2025 dataset; level of theory: ωB97M-V/def2-TZVPD.

Computed properties:
Energy relative to the best compared isomer or geometry (same formula, charge and spin) in kcal per mole: 22.8
Net charge: 0
Frontier orbital gap in hartree: 0.4085
Structure (SMILES): FC=C=C(F)F
LUMO energy in eV: 0.44

Positions of all 7 atoms, in Å:
F1 -2.129 -1.296 0.070
C1 -1.293 -0.198 -0.021
C2 0.012 -0.237 0.192
C3 1.244 0.205 0.006
F2 1.928 0.215 -1.212
F3 2.072 0.672 0.933
H1 -1.834 0.639 0.032

Record 5
One molecule with the formula C13H11NS. Source: the Open Molecules 2025 dataset; level of theory: ωB97M-V/def2-TZVPD.

Computed properties:
Net charge: 0
Frontier orbital gap (spin up / spin down) in hartree: 0.2488 / 0.2356
2S+1: 3
LUMO energy (spin up / spin down) in eV: 0.72 / -1.96

Positions of all 26 atoms, in Å:
C1 -3.891 0.227 1.178
C2 3.139 1.532 0.441
C3 1.705 1.837 0.234
C4 -2.538 0.054 1.582
C5 -4.176 0.363 -0.162
C6 3.511 0.227 0.353
C7 0.818 0.833 -0.134
C8 -1.576 -0.423 0.778
C9 -3.215 -0.215 -1.041
C10 2.748 -0.687 -0.488
C11 1.351 -0.368 -0.790
C12 -1.993 -0.613 -0.581
C13 3.349 -1.840 -0.816
N1 0.597 -1.165 -1.477
S1 -0.948 -1.354 -1.846
H1 -4.522 0.562 1.961
H2 3.869 2.267 0.894
H3 1.497 2.796 0.610
H4 -2.169 0.156 2.587
H5 -5.181 0.683 -0.531
H6 4.519 -0.155 0.616
H7 -0.179 1.068 -0.332
H8 -0.625 -0.748 1.132
H9 -3.236 -0.278 -2.171
H10 2.899 -2.511 -1.662
H11 4.245 -2.245 -0.336

Record 6
C37H45KN2 as an isolated structure. Source: the Open Molecules 2025 dataset; level of theory: ωB97M-V/def2-TZVPD.

Computed properties:
Energy relative to the best compared isomer or geometry (same formula, charge and spin) in kcal per mole: 0.0
Net charge: 0
Frontier orbital gap in hartree: 0.2433
LUMO energy in eV: 0.06

Positions of all 85 atoms, in Å:
K1 -1.334 0.548 0.955
C1 -3.092 0.775 3.828
C2 -3.633 -0.457 3.485
C3 -4.435 -0.575 2.358
C4 -4.690 0.538 1.566
C5 -4.142 1.770 1.904
C6 -3.346 1.889 3.036
H1 -2.475 0.867 4.712
H2 -3.434 -1.325 4.101
H3 -4.862 -1.534 2.096
H4 -5.311 0.445 0.685
H5 -4.316 2.634 1.275
H6 -2.916 2.849 3.294
C7 -2.360 -2.528 0.188
C8 -1.106 -2.317 -0.662
C9 -0.124 -3.477 -0.488
C10 -1.486 -2.066 -2.109
C11 -1.862 -3.140 -2.914
C12 -2.273 -2.955 -4.217
C13 -2.323 -1.674 -4.749
C14 -1.964 -0.576 -3.987
C15 -1.965 0.836 -4.539
C16 -0.548 1.250 -4.958
C17 -2.918 1.031 -5.714
C18 -1.542 -0.779 -2.655
N1 -1.255 0.374 -1.881
C19 -0.032 0.621 -1.603
C20 0.412 1.811 -0.891
C21 0.094 3.087 -1.357
C22 0.693 4.207 -0.808
C23 1.642 4.028 0.202
C24 1.947 2.783 0.709
C25 1.277 1.622 0.236
N2 1.301 0.403 0.795
C26 2.348 0.095 1.674
C27 2.145 -0.092 3.057
C28 3.214 -0.478 3.861
C29 4.479 -0.677 3.344
C30 4.684 -0.498 1.987
C31 3.647 -0.122 1.147
C32 3.916 -0.016 -0.345
C33 4.189 -1.407 -0.925
C34 5.057 0.951 -0.661
C35 0.797 0.103 3.735
C36 0.247 -1.219 4.273
C37 0.864 1.166 4.832
H7 -2.107 -2.627 1.248
H8 -2.874 -3.443 -0.117
H9 -3.073 -1.708 0.069
H10 -0.563 -1.444 -0.297
H11 -0.560 -4.436 -0.772
H12 0.184 -3.545 0.557
H13 0.768 -3.312 -1.094
H14 -1.826 -4.143 -2.506
H15 -2.555 -3.805 -4.824
H16 -2.654 -1.536 -5.770
H17 -2.285 1.489 -3.722
H18 -0.200 0.601 -5.765
H19 0.162 1.176 -4.134
H20 -0.539 2.280 -5.318
H21 -2.574 0.498 -6.603
H22 -2.968 2.089 -5.974
H23 -3.928 0.690 -5.478
H24 0.757 -0.096 -1.871
H25 -0.585 3.173 -2.199
H26 0.472 5.196 -1.185
H27 2.152 4.893 0.611
H28 2.672 2.689 1.508
H29 3.049 -0.622 4.923
H30 5.297 -0.970 3.991
H31 5.670 -0.665 1.568
H32 3.021 0.367 -0.830
H33 5.085 -1.845 -0.479
H34 4.337 -1.356 -2.006
H35 3.351 -2.077 -0.721
H36 6.004 0.610 -0.238
H37 4.841 1.943 -0.261
H38 5.188 1.042 -1.741
H39 0.095 0.474 2.987
H40 0.901 -1.621 5.049
H41 0.178 -1.962 3.476
H42 -0.745 -1.079 4.712
H43 1.542 0.868 5.633
H44 -0.120 1.330 5.279
H45 1.220 2.114 4.425

Result set for largest force on an atom: 8.56 4.82 3.16 4.92 5.69 0.50 eV Å⁻¹, one per record in the order listed.